1.
{"formula": "C7H10N2", "method": "ωB97M-V with the def2-TZVPD basis set", "elements": ["N", "N", "C", "C", "C", "C", "C", "C", "C", "H", "H", "H", "H", "H", "H", "H", "H", "H", "H"], "coordinates": [[1.487, 1.325, 0.878], [0.243, -0.594, 0.016], [-2.377, -0.557, -1.244], [0.759, 0.100, 1.122], [0.052, -0.025, -1.252], [-1.251, -0.250, -1.882], [1.044, -0.779, 2.309], [0.400, 1.623, 1.483], [1.023, 0.648, -1.883], [-1.255, -0.160, -2.966], [0.963, -1.846, 2.107], [1.975, 0.838, -1.423], [-2.438, -0.646, -0.168], [-0.148, 2.548, 1.458], [-3.298, -0.721, -1.778], [0.375, -0.607, 3.147], [2.057, -0.643, 2.691], [-0.474, -1.263, 0.272], [0.863, 1.010, -2.887]], "nbo_charge": [-0.38, -0.62, -0.40, 0.26, 0.11, -0.20, -0.65, -0.01, -0.41, 0.21, 0.22, 0.22, 0.19, 0.21, 0.21, 0.22, 0.23, 0.39, 0.20], "smiles": "C=CC(=C)N[C@]1(C)C=N1", "total_charge": 0, "homo_ev": -8.0, "lumo_ev": 0.9, "homo_lumo_gap_ev": 8.93}

=====

2.
{"formula": "C3H4O3", "method": "ωB97M-V with the def2-TZVPD basis set", "elements": ["O", "O", "O", "C", "C", "C", "H", "H", "H", "H"], "coordinates": [[1.846, -1.106, 0.696], [-1.177, -1.288, -0.047], [-1.566, 1.109, -1.081], [-0.335, 0.900, -0.465], [-0.300, -0.474, 0.185], [0.718, -0.725, 1.231], [-0.137, 1.673, 0.290], [0.500, 0.930, -1.186], [2.474, -1.269, 1.419], [-2.023, 0.250, -1.042]], "nbo_charge": [-0.61, -0.55, -0.70, -0.16, 0.39, 0.24, 0.20, 0.19, 0.51, 0.49], "total_charge": 0, "homo_ev": -9.4, "lumo_ev": 0.0, "homo_lumo_gap_ev": 9.39}

=====

3.
{"formula": "C11H25N5O4", "method": "ωB97M-V with the def2-TZVPD basis set", "elements": ["O", "O", "O", "O", "N", "N", "N", "N", "N", "C", "C", "C", "C", "C", "C", "C", "C", "C", "C", "C", "H", "H", "H", "H", "H", "H", "H", "H", "H", "H", "H", "H", "H", "H", "H", "H", "H", "H", "H", "H", "H", "H", "H", "H", "H"], "coordinates": [[1.342, -0.773, 2.570], [-0.898, -1.345, -5.595], [2.429, -0.549, 0.651], [-2.229, 0.128, -4.551], [-0.699, -1.504, 1.267], [-0.423, 1.304, 1.961], [-1.304, -2.855, 3.034], [-2.809, -1.187, 2.206], [-0.403, -2.740, -3.209], [3.209, 2.351, 1.338], [-1.384, -0.921, -4.573], [0.057, -0.889, -0.967], [0.893, 1.250, 1.345], [-1.108, -1.473, -3.180], [-1.612, -1.903, 2.237], [1.136, 3.743, 1.625], [1.785, 2.387, 1.898], [1.559, -0.111, 1.588], [-1.145, -1.230, -0.095], [-0.319, -0.425, -2.374], [3.201, 2.446, 0.242], [-3.379, -1.315, 3.029], [-0.982, -3.441, -3.665], [0.111, 3.767, 2.002], [3.749, 1.436, 1.602], [-1.837, -0.379, -0.084], [3.787, 3.197, 1.725], [0.771, 1.410, 0.262], [-0.910, 0.498, -2.327], [1.839, 2.235, 2.987], [-2.081, -1.626, -2.698], [-2.324, 0.421, -5.473], [-1.692, -2.085, -0.519], [0.091, -2.141, 1.299], [-1.054, 0.677, 1.469], [-2.702, -0.207, 1.975], [0.705, -1.770, -1.043], [0.601, -0.184, -2.927], [0.415, -2.640, -3.806], [0.631, -0.099, -0.473], [1.108, 3.945, 0.547], [1.711, 4.546, 2.101], [-0.332, 0.912, 2.898], [-2.009, -2.966, 3.759], [2.503, 0.107, -0.057]], "nbo_charge": [-0.57, -0.60, -0.68, -0.68, -0.66, -0.82, -0.74, -0.84, -0.82, -0.62, 0.78, -0.40, -0.17, -0.16, 0.59, -0.61, -0.21, 0.80, -0.22, -0.40, 0.19, 0.39, 0.37, 0.24, 0.22, 0.18, 0.22, 0.19, 0.22, 0.21, 0.22, 0.50, 0.19, 0.41, 0.36, 0.37, 0.23, 0.21, 0.37, 0.19, 0.20, 0.21, 0.38, 0.33, 0.48], "smiles": "[H]/N=C(\\N)NCCC[C@H](N)C(=O)O.CC(C)[C@H](N)C(=O)O", "total_charge": 0, "homo_ev": -8.7, "lumo_ev": 0.4, "homo_lumo_gap_ev": 9.10}

=====

4.
{"formula": "C31H43AsBeF6N7", "method": "ωB97M-V with the def2-TZVPD basis set", "elements": ["As", "F", "F", "F", "F", "F", "F", "N", "N", "N", "N", "N", "N", "N", "C", "C", "C", "C", "C", "C", "C", "C", "C", "C", "C", "C", "C", "C", "C", "C", "C", "C", "C", "C", "C", "C", "C", "C", "C", "C", "C", "C", "C", "C", "C", "Be", "H", "H", "H", "H", "H", "H", "H", "H", "H", "H", "H", "H", "H", "H", "H", "H", "H", "H", "H", "H", "H", "H", "H", "H", "H", "H", "H", "H", "H", "H", "H", "H", "H", "H", "H", "H", "H", "H", "H", "H", "H", "H", "H"], "coordinates": [[-16.106, 5.261, 23.338], [-14.728, 4.420, 23.994], [-17.189, 3.925, 23.781], [-15.072, 6.593, 22.896], [-15.870, 4.555, 21.765], [-16.293, 6.015, 24.909], [-17.402, 6.268, 22.677], [-17.919, 12.094, 19.605], [-16.626, 10.114, 24.872], [-12.154, 2.304, 17.676], [-10.493, 8.189, 20.178], [-20.083, 3.842, 24.578], [-18.470, 2.190, 21.604], [-16.123, 1.470, 24.397], [-12.992, 2.797, 18.288], [-14.389, 0.072, 25.172], [-13.994, 5.400, 17.650], [-20.041, 5.138, 24.247], [-15.511, 0.789, 25.396], [-18.813, 2.575, 18.851], [-10.485, 6.337, 22.046], [-13.161, 9.306, 25.281], [-11.852, 4.289, 22.821], [-22.239, 5.617, 25.060], [-17.200, 11.382, 20.151], [-21.098, 6.041, 24.442], [-14.815, 4.452, 18.526], [-15.715, 9.453, 25.102], [-10.463, 7.392, 21.002], [-16.860, 8.127, 19.971], [-13.682, 0.195, 23.967], [-18.794, 3.407, 21.081], [-19.096, 3.589, 19.741], [-15.529, 1.528, 23.162], [-16.337, 10.457, 20.868], [-18.580, 1.295, 19.343], [-22.288, 4.268, 25.454], [-14.248, 0.966, 22.958], [-14.513, 8.630, 25.406], [-11.413, 5.189, 21.634], [-18.374, 1.175, 20.718], [-13.993, 3.359, 19.221], [-21.244, 3.416, 25.142], [-12.936, 10.071, 23.945], [-16.744, 9.032, 21.261], [-18.598, 1.985, 24.194], [-15.390, 4.925, 19.327], [-18.070, 0.171, 20.989], [-12.963, 10.013, 26.084], [-14.676, 8.213, 26.403], [-20.908, 7.028, 24.044], [-21.309, 2.342, 25.238], [-12.419, 3.394, 22.580], [-13.437, 3.732, 20.086], [-16.227, 11.057, 21.778], [-10.849, 4.718, 20.825], [-13.680, 4.872, 16.750], [-14.570, 2.536, 19.645], [-19.257, 5.601, 23.658], [-10.941, 4.041, 23.378], [-16.043, 2.124, 22.422], [-19.288, 4.570, 19.329], [-14.139, -0.783, 25.786], [-23.127, 3.865, 26.001], [-15.411, 10.422, 20.294], [-14.571, 7.712, 24.822], [-9.475, 6.039, 22.317], [-16.138, 0.465, 26.216], [-13.717, 1.186, 22.043], [-10.995, 6.824, 22.882], [-17.694, 8.384, 19.306], [-17.133, 7.076, 20.079], [-11.905, 10.125, 23.601], [-13.424, 9.553, 23.112], [-15.617, 3.823, 18.125], [-12.271, 5.628, 21.121], [-18.845, 2.830, 17.800], [-12.333, 4.773, 23.673], [-13.067, 5.599, 18.193], [-14.453, 6.361, 17.433], [-16.010, 8.277, 19.305], [-23.097, 6.201, 25.363], [-15.881, 8.584, 21.752], [-12.536, 8.412, 25.312], [-12.816, -0.430, 23.805], [-18.784, 4.262, 21.742], [-18.416, 0.434, 18.712], [-13.450, 11.031, 23.932], [-17.606, 8.897, 21.910]], "lowdin_charge": [0.80, -0.24, -0.31, -0.25, -0.24, -0.24, -0.25, 0.13, 0.14, 0.15, 0.14, 0.03, 0.03, 0.03, -0.24, -0.05, -0.07, -0.10, -0.13, -0.04, -0.19, -0.23, -0.09, -0.01, -0.24, -0.01, -0.26, -0.22, -0.23, -0.10, -0.01, -0.11, -0.03, -0.11, -0.20, -0.03, -0.03, -0.02, -0.21, -0.25, -0.14, -0.20, -0.14, -0.09, -0.22, 1.04, 0.08, 0.11, 0.11, 0.12, 0.13, 0.10, 0.04, 0.09, 0.11, 0.11, 0.08, 0.10, 0.09, 0.07, 0.07, 0.12, 0.12, 0.12, 0.12, 0.07, 0.12, 0.12, 0.11, 0.11, 0.06, 0.04, 0.07, 0.06, 0.10, 0.09, 0.12, 0.06, 0.08, 0.07, 0.07, 0.13, 0.07, 0.10, 0.12, 0.08, 0.12, 0.07, 0.10], "total_charge": 1, "homo_ev": -12.2, "lumo_ev": -7.2, "homo_lumo_gap_ev": 5.05}